1.
{
  "formula": "C26H40BrClIrN4SSi",
  "method": "ωB97M-V with the def2-TZVPD basis set",
  "e_lumo_ev": [-6.707, -8.796],
  "total_charge": 2,
  "de_lowest_kj_mol": 0.0,
  "multiplicity": 6,
  "energy_ev": -137672.235,
  "homo_lumo_gap_ev": [6.8, 5.8],
  "symbols": ["Ir", "Br", "Cl", "S", "Si", "N", "N", "N", "N", "C", "C", "C", "C", "C", "C", "C", "C", "C", "C", "C", "C", "C", "C", "C", "C", "C", "C", "C", "C", "C", "C", "C", "C", "C", "C", "H", "H", "H", "H", "H", "H", "H", "H", "H", "H", "H", "H", "H", "H", "H", "H", "H", "H", "H", "H", "H", "H", "H", "H", "H", "H", "H", "H", "H", "H", "H", "H", "H", "H", "H", "H", "H", "H", "H", "H"],
  "positions_angstrom": [[-1.43453, 0.17051, 0.70441], [0.60163, 1.05013, -0.63299], [-2.85098, -2.36060, 1.34570], [-2.65192, 2.13849, -0.03147], [1.79191, 0.18762, -2.56307], [-3.68005, 1.57688, 2.46944], [-0.27636, -0.29829, 2.49626], [-4.85553, 2.99607, 1.17656], [-2.57210, 0.91619, 2.55994], [2.38484, 2.88937, -3.32690], [0.98906, -0.70380, 2.44024], [2.45011, -1.45548, -1.85106], [-4.89332, 0.71342, 6.34486], [-2.51714, -1.43567, -0.14001], [-2.29995, 0.22891, 3.68168], [-0.56819, -1.09829, -3.54670], [-3.77183, 2.25017, 1.22229], [3.54269, -1.22791, -0.79345], [-4.04835, 1.00329, 5.29400], [4.09755, 1.15292, -3.80810], [3.07958, -2.27653, -2.99926], [0.39647, 0.05467, -3.85269], [-4.14369, -1.58297, 6.34795], [-0.44330, 1.34009, -3.97677], [-0.92502, -0.29332, 3.68550], [1.68567, -1.11121, 3.57153], [-3.26344, -1.29525, 5.32462], [3.80152, 1.99015, -1.49598], [1.35354, -2.33695, -1.22472], [-4.95246, -0.57671, 6.86303], [1.02356, -0.21494, -5.23937], [-3.21125, 0.00099, 4.77605], [3.03672, 1.60884, -2.77805], [1.04749, -1.07734, 4.79566], [-0.27713, -0.65740, 4.85580], [3.75480, -2.18306, -0.30713], [-0.95115, -1.05769, -2.52460], [-5.08967, 3.54822, 0.36448], [4.79678, 1.97795, -3.96429], [-0.78961, -0.58691, 5.80345], [3.26072, -0.50767, -0.02184], [4.41413, 2.86421, -1.72400], [-5.63141, -0.79724, 7.67539], [-5.51189, 1.49400, 6.76508], [-0.86739, 1.66768, -3.02553], [4.47750, 1.21181, -1.15347], [1.61788, -1.12769, -5.27485], [0.74138, -1.80790, -0.48729], [3.14770, 2.26763, -0.66812], [-3.45336, -1.07019, -0.55324], [0.10795, 2.17216, -4.40394], [1.56877, -1.36247, 5.69906], [-0.11874, -2.07784, -3.70924], [-5.47755, 3.00717, 1.97298], [-3.99423, 2.00955, 4.90533], [-1.27650, 1.13048, -4.65109], [-4.19956, -2.58659, 6.74511], [-2.64643, -2.08224, 4.91030], [0.68227, -2.76886, -1.96279], [1.83811, -3.17089, -0.71240], [3.67595, 0.90462, -4.78114], [1.64001, 0.61351, -5.58646], [-1.95574, -2.05065, -0.83633], [3.12774, 3.68789, -3.29027], [4.68577, 0.30472, -3.45724], [2.71338, -1.43030, 3.47344], [0.21509, -0.33164, -5.96573], [1.51879, 3.22069, -2.75071], [3.90704, -1.76394, -3.48753], [2.34952, -2.55690, -3.75866], [4.47806, -0.88681, -1.23501], [2.08683, 2.78443, -4.36978], [1.45316, -0.69514, 1.46363], [-1.42061, -1.02372, -4.22474], [3.47872, -3.20642, -2.58577]]
}

2.
{
  "formula": "C26H40BrF5IN2O8PS",
  "method": "ωB97M-V with the def2-TZVPD basis set",
  "e_lumo_ev": 0.116,
  "energy_ev": -158815.594,
  "homo_lumo_gap_ev": 8.4,
  "symbols": ["I", "Br", "S", "P", "F", "F", "F", "F", "F", "O", "O", "O", "O", "O", "O", "O", "O", "N", "N", "C", "C", "C", "C", "C", "C", "C", "C", "C", "C", "C", "C", "C", "C", "C", "C", "C", "C", "C", "C", "C", "C", "C", "C", "C", "C", "H", "H", "H", "H", "H", "H", "H", "H", "H", "H", "H", "H", "H", "H", "H", "H", "H", "H", "H", "H", "H", "H", "H", "H", "H", "H", "H", "H", "H", "H", "H", "H", "H", "H", "H", "H", "H", "H", "H", "H"],
  "positions_angstrom": [[-1.69637, 5.69617, 0.03998], [1.07419, -2.12649, 1.63995], [-4.22480, -0.06695, -0.52219], [0.21843, 0.00397, 1.90619], [-3.83586, -0.39978, 2.12276], [-5.19079, 1.70952, 2.39839], [-6.80456, 1.25800, 0.73849], [-6.72691, 0.08693, 2.73504], [-5.58265, -1.65066, 1.30164], [0.68015, -3.03515, -3.73584], [-4.28961, 1.43814, -0.75933], [-4.98740, -0.70420, -1.64780], [-1.69731, -5.23912, -1.98504], [1.33994, -1.07189, -2.61241], [-2.73519, -4.34163, -0.06439], [-1.76330, 0.57126, 0.21530], [1.53105, 0.89792, 2.52047], [-0.56749, 2.96240, 0.31650], [4.51731, 0.77837, 2.69553], [-3.11419, -3.06525, -0.69167], [0.70404, 1.38275, -3.04721], [4.15939, 1.95418, 4.78186], [0.75141, 4.79863, 1.62492], [4.58387, -0.32828, 3.66294], [-2.14119, -1.95978, -0.01579], [1.58107, -2.29665, -3.28525], [4.28307, 2.09138, 3.22004], [0.26336, 1.90466, -0.39842], [4.36764, 0.41508, 5.00110], [-2.53921, -5.35111, -1.04595], [1.67123, 6.08312, 1.32233], [1.83453, 2.13144, -0.27078], [3.12308, -2.77192, -3.41056], [0.04144, 4.31537, 0.24086], [-4.91957, -0.38592, 1.17730], [-0.28977, 0.50420, 0.15630], [4.22876, 1.26906, 0.15038], [-2.37546, -0.46911, -0.55448], [4.75799, 0.28895, 1.30045], [0.44471, -0.19631, -3.34807], [2.75886, 0.83931, -0.43179], [-0.26255, 2.01065, -1.94668], [-5.95392, 0.72342, 1.71113], [-3.35134, -6.72928, -0.98619], [-4.88536, -6.61413, -1.43426], [2.11133, 2.59677, 0.75083], [-2.09142, -0.41036, -1.65810], [-4.21794, -2.91048, -0.45155], [5.91090, 0.24740, 1.18371], [-5.01968, -6.15246, -2.48502], [0.72349, -0.31957, -4.46572], [-2.77236, -7.50565, -1.60381], [2.45275, -0.06763, 0.18424], [1.81570, 1.59901, -2.93193], [3.29363, -3.78336, -2.88191], [-1.07782, -2.26198, -0.35746], [-0.04411, -0.29994, -0.61578], [-0.11876, 5.17454, 2.28494], [1.32395, 6.49470, 0.29754], [3.43679, -2.93619, -4.49994], [2.03406, 0.25385, 3.09002], [2.96137, 0.50732, -1.50206], [0.65650, 4.54318, -0.69053], [4.99513, 1.23997, -0.71633], [4.22877, 3.05169, 2.62148], [4.77891, -1.41901, 3.42892], [-3.02631, -3.09689, -1.83659], [-2.21116, -2.08139, 1.11457], [1.38463, 6.88885, 2.10021], [-5.54326, -6.08467, -0.66019], [0.40963, 1.89065, -4.04794], [4.23808, 2.36734, 0.50488], [3.97640, 2.77247, 5.55394], [1.26944, 3.94991, 2.18241], [4.42146, -0.80752, 1.15612], [2.79024, 5.87638, 1.28282], [-0.65502, -0.48944, -3.27469], [-1.46394, 3.06435, -0.20270], [-1.30226, 1.56669, -2.09580], [3.84338, -2.01666, -2.92051], [4.37288, -0.05206, 6.05197], [2.14306, 2.93605, -1.04384], [-3.32972, -7.08970, 0.09858], [-0.36760, 3.13587, -2.20182], [-5.31186, -7.68335, -1.52872]]
}

3.
{
  "formula": "C26H40BrMgNOP2",
  "method": "ωB97M-V with the def2-TZVPD basis set",
  "e_lumo_ev": -7.300,
  "total_charge": 2,
  "energy_ev": -125197.230,
  "homo_lumo_gap_ev": 6.7,
  "symbols": ["Br", "P", "P", "Mg", "O", "N", "C", "C", "C", "C", "C", "C", "C", "C", "C", "C", "C", "C", "C", "C", "C", "C", "C", "C", "C", "C", "C", "C", "C", "C", "C", "C", "H", "H", "H", "H", "H", "H", "H", "H", "H", "H", "H", "H", "H", "H", "H", "H", "H", "H", "H", "H", "H", "H", "H", "H", "H", "H", "H", "H", "H", "H", "H", "H", "H", "H", "H", "H", "H", "H", "H", "H"],
  "positions_angstrom": [[1.34838, 4.02592, -3.29909], [2.57259, 0.69458, -0.60614], [-0.49782, -2.16849, 0.38448], [0.07565, 0.56861, -0.95118], [0.79841, -0.15925, 2.42042], [-4.99857, -1.21333, 4.24662], [-1.05879, 2.49084, -2.62906], [-0.16861, 3.72293, -0.73140], [-3.38015, 0.51609, 3.82734], [-1.29486, -1.92869, -2.32723], [-3.83740, 0.68443, 2.50246], [-0.35815, -2.68111, -1.38013], [-1.32033, 3.38675, -0.00003], [5.35170, -0.01145, -0.60508], [-2.19857, 2.13428, -1.86372], [1.98707, -3.43761, 0.97821], [-2.19346, -2.76010, 0.76817], [-5.41503, -1.09820, 2.97529], [0.46832, -0.08068, 1.29780], [3.06206, 2.32785, 0.05075], [-3.26056, 1.74039, 1.65693], [0.47356, -3.50389, 1.16250], [3.79552, 3.33780, -0.83576], [-2.45626, -3.01754, 2.24491], [-0.06689, 3.28020, -2.05862], [2.31423, 0.80478, -2.44076], [-2.34607, 2.54675, -0.51563], [3.42115, 0.82925, -3.49985], [-3.44735, 1.98256, 0.33192], [-4.00240, -0.41207, 4.67161], [3.92092, -0.50181, -0.44166], [-4.84377, -0.20406, 2.06422], [2.27883, -3.38646, -0.07685], [0.23860, -3.49201, 2.23466], [-2.30933, -2.11763, 2.85654], [-1.53373, 3.87731, 0.96426], [4.74787, 2.95222, -1.21430], [-3.49434, -3.34938, 2.39229], [1.78426, 1.75800, -2.58847], [3.66919, 2.12709, 0.95033], [-1.80755, -3.79986, 2.66196], [-2.34561, -3.68469, 0.18854], [-2.50765, 2.36687, 2.18133], [-1.02821, -0.85665, -2.49566], [5.61199, 0.76623, 0.11943], [-2.54090, 1.09979, 4.21926], [1.64244, -0.03687, -2.70490], [-2.33899, -1.98040, -1.98131], [4.03184, 4.24086, -0.25037], [0.61741, 4.36765, -0.33590], [-1.26724, -2.41460, -3.31091], [2.45467, -4.34739, 1.37677], [-0.55718, -3.76777, -1.37472], [3.77344, -0.97583, 0.53863], [5.51933, 0.38135, -1.61165], [2.13645, 2.79001, 0.41594], [3.16381, 3.68513, -1.66563], [-4.37800, 1.65638, -0.15709], [0.69707, -2.54478, -1.67054], [-6.22496, -1.74489, 2.63062], [-2.88205, -1.99037, 0.39169], [4.17033, 1.59827, -3.28732], [2.94867, 1.08781, -4.46370], [6.06457, -0.84018, -0.46504], [-3.71222, -0.54120, 5.71713], [-3.04736, 1.64619, -2.31494], [3.89763, -0.14712, -3.66704], [0.08314, -4.44797, 0.75449], [-0.97579, 2.20164, -3.69239], [2.43935, -2.59405, 1.51323], [-5.17431, -0.17044, 1.02489], [3.71001, -1.26798, -1.20155]]
}

4.
{
  "formula": "C26H40Cl3N4O3PrSi",
  "method": "ωB97M-V with the def2-TZVPD basis set",
  "e_lumo_ev": [-0.723, -0.722],
  "de_lowest_kj_mol": 37.4,
  "multiplicity": 3,
  "energy_ev": -99231.833,
  "homo_lumo_gap_ev": [5.9, 5.9],
  "symbols": ["Pr", "Cl", "Cl", "Cl", "Si", "O", "O", "O", "N", "N", "N", "N", "C", "C", "C", "C", "C", "C", "C", "C", "C", "C", "C", "C", "C", "C", "C", "C", "C", "C", "C", "C", "C", "C", "C", "C", "C", "C", "H", "H", "H", "H", "H", "H", "H", "H", "H", "H", "H", "H", "H", "H", "H", "H", "H", "H", "H", "H", "H", "H", "H", "H", "H", "H", "H", "H", "H", "H", "H", "H", "H", "H", "H", "H", "H", "H", "H", "H"],
  "positions_angstrom": [[1.34976, 0.55734, 1.39288], [-0.67645, 0.10678, 3.01740], [-1.70761, 1.09942, -2.66301], [2.65468, 2.24651, 2.80367], [-1.71904, -0.38432, -1.20242], [-1.77147, 0.80064, 0.16909], [2.31873, 1.50335, -0.57355], [1.94883, -1.69907, 1.57530], [8.79435, 1.01123, 3.16609], [1.24231, -3.78686, 2.18574], [3.20049, 2.44320, -2.45572], [4.62268, -0.13494, 1.01791], [-4.64502, -0.40560, 1.76731], [0.16553, -0.71321, -1.09445], [4.94001, -1.02949, 0.08236], [5.58124, 0.35250, 1.81117], [-5.79051, -0.87188, -0.74092], [7.95795, 0.55413, 2.48852], [1.68190, -2.56859, 2.46293], [1.90992, 2.39819, -3.12217], [-2.11071, -1.98431, -0.11557], [-4.73664, 0.04615, -0.60585], [-4.54657, 2.92630, -0.34832], [-6.29709, -1.52937, 0.38503], [-4.13351, 0.25121, 0.63961], [-4.83649, 4.18905, -1.07449], [-2.35640, 3.72931, 0.46435], [0.39317, -4.48816, 3.15392], [-2.83065, -1.43869, -2.42321], [6.93073, -0.01343, 1.64970], [3.30602, 1.97926, -1.21696], [-2.99376, 1.25757, 0.77187], [4.32675, 3.04376, -3.16047], [-5.73784, -1.26857, 1.63960], [-3.37285, 2.65268, 0.25702], [7.26387, -0.93747, 0.65437], [6.25422, -1.47226, -0.13432], [1.27852, -4.25562, 0.79397], [5.19616, 2.37106, -3.16160], [4.30250, 2.01840, -0.76962], [-7.07141, -2.28917, 0.26230], [-4.98884, 5.01048, -0.36650], [0.80313, -4.35533, 4.16060], [1.79842, -2.33888, 3.52865], [4.10943, -1.40802, -0.52297], [-6.19031, -1.08660, -1.73612], [-1.43548, 3.29630, 0.87901], [-6.13263, -1.78570, 2.51581], [-2.12109, 4.25050, -0.48074], [0.44254, -1.28468, -0.17962], [2.00785, 2.93434, -4.07068], [5.27655, 1.06092, 2.58445], [-4.17595, -0.21684, 2.73684], [-3.51154, -0.81616, -3.01106], [4.00944, 3.24993, -4.18518], [8.30453, -1.22906, 0.50607], [1.13114, 2.86952, -2.51391], [0.68836, 0.26583, -1.14893], [2.27676, -4.07511, 0.37528], [0.53134, -3.73006, 0.18111], [-4.01579, 4.46405, -1.74988], [-5.75156, 4.11865, -1.67323], [-5.38450, 2.24489, -0.28069], [1.60119, 1.36710, -3.33046], [4.61921, 3.98744, -2.67852], [-1.58810, -1.94235, 0.84344], [6.43928, -2.20397, -0.91317], [-3.18144, -2.10613, 0.09189], [0.35609, -5.54813, 2.89308], [-3.42356, -2.24915, -1.98067], [-2.08573, -1.87583, -3.10704], [0.49863, -1.31624, -1.94387], [-4.43743, 0.63322, -1.47512], [-2.67319, 1.37040, 1.81696], [-2.71451, 4.49811, 1.17606], [-1.78875, -2.89667, -0.64114], [-0.63689, -4.09977, 3.14381], [1.05708, -5.32402, 0.80701]]
}